Record 1
ORCA calculation (ωB97M-V with the def2-TZVPD basis set) on a cluster of 2 separate species, C5H12N2 in total in a non-equilibrium geometry.

Last column: Löwdin charge in e.
Cartesian coordinates (Å):
1 C 1.418 0.576 -0.678  -0.308
2 C 0.803 0.985 0.676  -0.252
3 C 0.073 -0.142 1.450  -0.289
4 N -1.842 1.034 -0.518  0.032
5 C -1.876 -0.168 -0.120  -0.522
6 C -0.895 -0.940 0.593  -0.268
7 N 1.786 -0.837 -0.890  -0.044
8 H 0.594 0.702 -1.388  0.061
9 H 2.270 1.203 -0.950  0.086
10 H 1.617 1.402 1.287  0.083
11 H 0.045 1.740 0.466  0.060
12 H -0.385 0.449 2.268  0.083
13 H 0.848 -0.806 1.849  0.077
14 H -0.401 -1.108 -2.596  0.025
15 H -1.061 -1.386 -2.386  0.029
16 H -2.823 -0.730 -0.265  0.073
17 H -1.164 -1.910 1.001  0.026
18 H 2.489 -1.109 -0.207  0.041
19 H 0.935 -1.367 -0.687  0.007

Properties
**Calculated total energy**: -8356.637 eV
**E_HOMO (spin up / spin down)**: -1.9 / -1.7 eV
**Gap between HOMO and LUMO (spin up / spin down)**: 6.34 / 6.08 eV
**Net charge**: -1
**Lowest unoccupied orbital energy (spin up / spin down)**: 4.4 / 4.4 eV
**Multiplicity**: 2
**Relative energy (zero: lowest compared OMol25 entry of this formula, charge and spin)**: 38.56 kcal per mole

***

Record 2
ORCA calculation (ωB97M-V with the def2-TZVPD basis set) on a structure of composition C22H47BrClNO6SSi2 in a non-equilibrium geometry.

Last column: Löwdin charge in e.
Cartesian coordinates (Å):
1 C 2.338 0.351 2.077  -0.106
2 C 3.689 0.520 1.364  -0.233
3 C 4.089 -0.682 0.482  -0.210
4 C 4.052 -0.380 -1.011  -0.195
5 C 2.676 0.069 -1.546  -0.195
6 C 1.994 -1.024 -2.372  -0.207
7 C 1.650 -2.301 -1.605  -0.209
8 C 0.817 -2.064 -0.343  -0.261
9 C -0.690 -2.054 -0.672  -0.245
10 Si -1.673 -0.962 0.484  0.558
11 C -1.095 -1.128 2.284  -0.250
12 C -1.891 -2.057 3.133  -0.806
13 O -2.693 -2.886 2.762  0.016
14 Br -1.546 -1.855 5.075  0.643
15 O -3.286 -1.342 0.255  -0.304
16 Si -4.465 -0.292 0.768  0.485
17 C -5.603 -1.263 1.917  -0.224
18 C -7.026 -1.381 1.315  -0.255
19 C -7.101 -2.622 0.407  -0.241
20 C -8.141 -2.468 -0.705  -0.269
21 S -7.638 -1.474 -2.087  0.328
22 O -7.606 -0.095 -1.729  -0.344
23 O -8.459 -1.825 -3.195  -0.331
24 Cl -5.726 -2.056 -2.494  0.439
25 N -3.815 1.159 1.540  -0.151
26 C -4.711 1.651 2.617  -0.104
27 C -3.545 2.290 0.660  -0.517
28 C -4.583 2.804 -0.307  -0.006
29 O -2.459 2.842 0.727  0.076
30 H 2.351 0.843 3.039  0.070
31 H 2.154 -0.710 2.206  0.054
32 H 1.538 0.749 1.461  0.060
33 H 4.439 0.638 2.134  0.095
34 H 3.700 1.402 0.733  0.105
35 H 3.505 -1.565 0.722  0.094
36 H 5.114 -0.934 0.738  0.101
37 H 4.334 -1.265 -1.571  0.103
38 H 4.764 0.419 -1.186  0.096
39 H 2.019 0.445 -0.772  0.089
40 H 2.854 0.887 -2.237  0.105
41 H 2.638 -1.282 -3.207  0.109
42 H 1.078 -0.593 -2.769  0.105
43 H 2.540 -2.893 -1.413  0.104
44 H 1.023 -2.895 -2.264  0.104
45 H 1.133 -1.171 0.179  0.051
46 H 1.003 -2.910 0.312  0.111
47 H -0.863 -1.727 -1.691  0.075
48 H -1.051 -3.075 -0.592  0.084
49 H -1.426 0.434 0.083  0.031
50 H -1.104 -0.136 2.725  0.077
51 H -0.051 -1.429 2.273  0.069
52 H -5.273 0.089 -0.396  0.016
53 H -5.618 -0.876 2.929  0.070
54 H -5.206 -2.271 1.965  0.067
55 H -7.740 -1.479 2.125  0.109
56 H -7.290 -0.498 0.746  0.076
57 H -6.115 -2.824 0.007  0.068
58 H -7.391 -3.463 1.025  0.120
59 H -9.037 -2.033 -0.284  0.117
60 H -8.420 -3.441 -1.087  0.105
61 H -4.460 1.175 3.556  0.081
62 H -4.587 2.717 2.766  0.092
63 H -5.769 1.464 2.435  0.077
64 H -4.100 3.572 -0.892  0.084
65 H -4.957 2.057 -0.993  0.055
66 H -5.424 3.271 0.195  0.091
67 C 9.210 3.492 -0.226  -0.080
68 C 8.252 2.314 -0.271  -0.284
69 O 7.040 2.588 -0.947  -0.169
70 C 7.153 2.943 -2.312  -0.284
71 C 7.778 1.863 -3.178  -0.078
72 H 8.710 4.375 0.173  0.082
73 H 10.067 3.256 0.407  0.076
74 H 9.590 3.746 -1.217  0.066
75 H 7.963 2.045 0.745  0.117
76 H 8.742 1.433 -0.703  0.108
77 H 7.698 3.888 -2.418  0.108
78 H 6.133 3.130 -2.649  0.117
79 H 8.827 1.697 -2.928  0.066
80 H 7.730 2.148 -4.229  0.077
81 H 7.252 0.916 -3.045  0.077

Properties
**Calculated total energy**: -146509.492 eV
**E_HOMO**: -9.8 eV
**Gap between HOMO and LUMO**: 10.00 eV
**Lowest unoccupied orbital energy**: 0.2 eV

***

Record 3
ORCA calculation (ωB97M-V with the def2-TZVPD basis set) on a structure of composition C17H24MnN3O2P in a non-equilibrium geometry.

Last column: Löwdin charge in e.
Cartesian coordinates (Å):
1 N -0.264 2.992 -1.677  0.165
2 C 0.167 3.945 -1.164  -0.093
3 C 0.566 5.103 -0.427  0.021
4 H -0.317 5.736 -0.241  0.137
5 H 1.312 5.670 -0.999  0.133
6 H 1.019 4.789 0.530  0.122
7 N 2.079 -1.469 0.211  0.110
8 C 3.051 -2.051 -0.054  -0.221
9 C 4.241 -2.779 -0.429  -0.027
10 H 4.779 -2.220 -1.206  0.106
11 H 3.962 -3.769 -0.813  0.109
12 H 4.902 -2.912 0.437  0.113
13 N -3.196 -1.995 0.351  0.362
14 C -4.158 -2.590 0.076  0.022
15 C -5.352 -3.317 -0.342  0.080
16 H -5.505 -4.216 0.277  0.145
17 H -5.244 -3.628 -1.392  0.158
18 H -6.238 -2.669 -0.244  0.162
19 Mn -0.946 1.346 -2.611  0.788
20 C -0.289 -1.939 1.869  -0.040
21 O 0.029 -3.024 1.718  0.106
22 C 1.754 0.797 2.002  -0.015
23 O 2.872 0.912 1.819  0.109
24 C 0.407 1.773 -4.005  -0.052
25 C -0.906 1.687 -4.576  -0.035
26 C -1.702 0.532 -4.309  -0.035
27 C -1.187 -0.497 -3.449  -0.045
28 C 0.100 -0.377 -2.827  -0.049
29 C 0.901 0.765 -3.109  -0.061
30 H 1.010 2.666 -4.184  0.163
31 H -1.305 2.538 -5.131  0.171
32 H -2.726 0.500 -4.694  0.166
33 H -1.836 -1.335 -3.188  0.147
34 H 0.481 -1.113 -2.114  0.134
35 H 1.880 0.900 -2.635  0.165
36 C -2.832 0.377 2.304  -0.240
37 P -1.021 0.657 2.423  0.885
38 C -1.099 2.492 2.348  -0.233
39 C -0.886 0.473 4.248  -0.200
40 H -3.173 0.722 1.320  0.045
41 H -3.354 0.930 3.098  0.089
42 H -3.048 -0.695 2.367  0.030
43 H -1.898 2.858 3.010  0.086
44 H -0.138 2.929 2.647  0.059
45 H -1.320 2.793 1.313  0.032
46 H -1.681 1.054 4.735  0.085
47 H -0.992 -0.586 4.513  0.069
48 H 0.094 0.831 4.585  0.072

Properties
**Calculated total energy**: -67141.106 eV
**E_HOMO (spin up / spin down)**: -21.2 / -21.2 eV
**Gap between HOMO and LUMO (spin up / spin down)**: 7.43 / 2.33 eV
**Net charge**: +4
**Lowest unoccupied orbital energy (spin up / spin down)**: -13.7 / -18.9 eV
**Multiplicity**: 4
**Relative energy (zero: lowest compared OMol25 entry of this formula, charge and spin)**: 4.27 kcal per mole

***

Record 4
ORCA calculation (ωB97M-V with the def2-TZVPD basis set) on a structure of composition C45H55BBrN12NaS2 in a non-equilibrium geometry.

Last column: Löwdin charge in e.
Cartesian coordinates (Å):
1 Na 0.002 -0.830 0.301  0.340
2 C -1.662 1.743 -4.475  -0.037
3 C -1.153 0.563 -3.714  -0.297
4 C -1.365 -0.775 -3.961  0.008
5 C -0.662 -1.454 -2.946  -0.254
6 N -0.066 -0.576 -2.147  0.130
7 N -0.356 0.660 -2.629  0.032
8 B 0.283 1.966 -2.109  -0.528
9 N -0.482 2.602 -0.912  0.031
10 N -1.226 1.914 -0.011  0.144
11 C -1.853 2.820 0.728  -0.269
12 C -1.491 4.119 0.322  0.008
13 C -0.624 3.932 -0.734  -0.283
14 C 0.067 4.960 -1.568  -0.028
15 C -2.861 2.492 1.806  -0.533
16 C -4.263 2.856 1.296  -0.045
17 C -2.545 3.331 3.052  -0.041
18 C -2.843 1.014 2.182  -0.062
19 N 1.780 1.835 -1.809  0.013
20 N 2.324 1.389 -0.645  0.159
21 C 3.640 1.530 -0.774  -0.251
22 C 3.955 2.055 -2.045  0.005
23 C 2.748 2.236 -2.669  -0.288
24 C 2.501 2.740 -4.055  -0.036
25 C 4.668 1.160 0.267  -0.543
26 C 5.554 2.383 0.542  -0.060
27 C 4.026 0.697 1.566  -0.058
28 C 5.542 0.022 -0.281  -0.047
29 C -0.471 -2.949 -2.810  -0.534
30 C -0.199 -3.340 -1.357  -0.044
31 C -1.730 -3.669 -3.304  -0.049
32 C 0.729 -3.363 -3.678  -0.035
33 H -2.388 1.406 -5.216  0.074
34 H -0.856 2.267 -4.992  0.070
35 H -2.147 2.467 -3.815  0.076
36 H -1.970 -1.191 -4.750  0.103
37 H 0.205 2.754 -3.011  0.097
38 H -1.819 5.063 0.725  0.099
39 H -0.087 5.946 -1.128  0.072
40 H -0.328 4.970 -2.586  0.074
41 H 1.139 4.766 -1.637  0.080
42 H -4.331 3.920 1.054  0.076
43 H -5.012 2.627 2.061  0.081
44 H -4.502 2.283 0.398  0.077
45 H -2.632 4.400 2.848  0.071
46 H -1.529 3.130 3.401  0.074
47 H -3.241 3.081 3.858  0.082
48 H -3.280 0.399 1.394  0.059
49 H -3.417 0.852 3.097  0.079
50 H -1.827 0.665 2.339  0.023
51 H 4.927 2.279 -2.452  0.102
52 H 3.458 2.852 -4.564  0.073
53 H 1.993 3.708 -4.056  0.068
54 H 1.883 2.046 -4.627  0.077
55 H 4.960 3.229 0.900  0.074
56 H 6.086 2.699 -0.359  0.069
57 H 6.297 2.133 1.304  0.079
58 H 3.647 1.545 2.141  0.055
59 H 4.748 0.160 2.179  0.082
60 H 3.212 0.003 1.375  0.049
61 H 5.972 0.284 -1.252  0.074
62 H 4.955 -0.893 -0.396  0.027
63 H 6.355 -0.189 0.418  0.084
64 H 0.739 -2.907 -1.000  0.062
65 H -0.105 -4.421 -1.256  0.100
66 H -1.024 -3.006 -0.723  0.044
67 H -2.613 -3.346 -2.746  0.072
68 H -1.609 -4.746 -3.171  0.082
69 H -1.909 -3.481 -4.366  0.073
70 H 1.657 -2.987 -3.247  0.082
71 H 0.621 -2.971 -4.694  0.079
72 H 0.804 -4.452 -3.727  0.084
73 C 2.152 3.647 3.156  -0.049
74 C 1.326 2.462 3.574  -0.259
75 C 1.011 2.225 4.907  -0.031
76 C 0.242 1.129 5.253  -0.105
77 C -0.195 0.311 4.222  -0.710
78 Br -1.333 -1.149 4.654  0.839
79 N 0.100 0.494 2.957  0.055
80 C 0.858 1.549 2.640  -0.086
81 H 1.796 4.560 3.638  0.075
82 H 2.112 3.783 2.075  0.078
83 H 3.198 3.505 3.437  0.078
84 H 1.363 2.905 5.676  0.115
85 H -0.021 0.906 6.276  0.093
86 H 1.077 1.680 1.584  0.095
87 S 3.009 -2.776 2.779  0.433
88 C 3.382 -4.337 2.107  -0.843
89 C 3.284 -5.429 3.038  -0.362
90 N 3.177 -6.270 3.825  0.088
91 C 3.737 -4.625 0.809  -0.880
92 S 3.923 -3.517 -0.503  0.400
93 C 4.042 -6.000 0.500  -0.357
94 N 4.309 -7.091 0.228  0.092
95 C -5.412 -0.606 -2.746  -0.093
96 C -5.691 -1.845 -2.173  -0.097
97 C -4.914 -2.327 -1.138  -0.042
98 C -3.832 -1.576 -0.671  -0.240
99 C -3.543 -0.352 -1.256  -0.028
100 C -4.338 0.135 -2.283  -0.075
101 N -2.949 -2.016 0.373  0.072
102 N -3.294 -3.063 0.910  0.090
103 C -2.336 -3.509 1.848  -0.344
104 C -2.664 -4.644 2.576  -0.026
105 C -1.705 -5.172 3.429  -0.066
106 C -0.474 -4.537 3.515  -0.044
107 C -0.254 -3.389 2.752  -0.217
108 N -1.164 -2.882 1.932  0.098
109 H -6.022 -0.236 -3.561  0.094
110 H -6.519 -2.437 -2.544  0.094
111 H -5.112 -3.289 -0.690  0.098
112 H -2.685 0.214 -0.911  0.085
113 H -4.104 1.093 -2.729  0.100
114 H -3.643 -5.085 2.445  0.099
115 H -1.910 -6.068 4.002  0.101
116 H 0.322 -4.918 4.140  0.104
117 H 0.699 -2.859 2.800  -0.028

Properties
**Calculated total energy**: -162250.211 eV
**E_HOMO**: -0.3 eV
**Gap between HOMO and LUMO**: 3.60 eV
**Net charge**: -2
**Lowest unoccupied orbital energy**: 3.3 eV

***

Record 5
ORCA calculation (ωB97M-V with the def2-TZVPD basis set) on a structure of composition C13H14Cl5GeN2Pt.

Last column: Löwdin charge in e.
Cartesian coordinates (Å):
1 Pt -0.946 -0.121 -1.128  0.724
2 Cl 1.464 -2.521 -1.544  0.632
3 C -0.155 -3.095 -1.398  -0.737
4 C -1.166 -2.117 -1.342  -0.453
5 C -2.466 -2.652 -1.216  -0.743
6 Cl -3.732 -1.478 -1.118  0.604
7 C -2.753 -3.997 -1.168  -0.725
8 Cl -4.379 -4.570 -1.060  0.631
9 C -1.704 -4.923 -1.226  -0.726
10 Cl -2.026 -6.616 -1.161  0.623
11 C -0.393 -4.452 -1.333  -0.726
12 Cl 0.901 -5.593 -1.402  0.632
13 C 2.814 -0.215 0.990  -0.255
14 Ge 1.168 0.701 1.645  0.700
15 C 1.204 0.512 3.648  -0.246
16 C 1.571 2.664 1.339  -0.238
17 C -0.441 0.049 0.836  -0.431
18 H 3.714 0.251 1.382  0.001
19 H 2.851 -0.188 -0.094  -0.019
20 H 2.807 -1.258 1.291  0.001
21 H 2.108 0.962 4.051  -0.004
22 H 1.197 -0.537 3.931  0.000
23 H 0.351 0.993 4.120  -0.002
24 H 2.318 2.999 2.054  -0.004
25 H 0.683 3.276 1.462  -0.005
26 H 1.961 2.836 0.340  -0.015
27 H -1.265 -0.197 1.507  -0.081
28 N 0.155 2.502 -2.033  -0.004
29 C 0.121 3.842 -1.793  -0.118
30 C -1.075 4.095 -1.165  -0.091
31 C -1.710 2.860 -1.039  -0.152
32 N -0.947 1.888 -1.553  -0.208
33 H 0.937 1.944 -2.345  0.141
34 H 0.922 4.490 -2.081  0.104
35 H -1.441 5.042 -0.827  0.086
36 H -2.647 2.626 -0.572  0.104

Properties
**Calculated total energy**: -139061.549 eV
**E_HOMO (spin up / spin down)**: -2.2 / -4.4 eV
**Gap between HOMO and LUMO (spin up / spin down)**: 4.83 / 6.96 eV
**Net charge**: -1
**Lowest unoccupied orbital energy (spin up / spin down)**: 2.7 / 2.6 eV
**Multiplicity**: 3
**Relative energy (zero: lowest compared OMol25 entry of this formula, charge and spin)**: 4.01 kcal per mole